C6H9N2O2S3 | the ωB97M-V functional and the def2-TZVPD basis

- HOMO (eV) = -13.0691
- gap between HOMO and LUMO (eV) = 7.62
- calculated total energy (Ha) = -1688.23897
- LUMO (hartree) = -0.200
- relative energy (zero: lowest compared OMol25 entry of this formula, charge and spin) (kJ/mol) = 38.2
- charge = +1

Cartesian coordinates (Å):
C  0.32727  0.56027  -1.00447
C  -1.71118  1.38653  -0.67614
C  1.69637  0.44181  -1.45501
C  1.14835  -0.12995  1.26087
C  -0.06197  -0.41210  0.11947
C  -1.06359  -3.04889  0.78028
N  -0.57491  1.41405  -1.38265
N  -2.75026  2.15753  -0.82187
O  3.68750  0.43723  0.47512
O  2.05787  2.16314  0.61111
S  -1.69074  0.16794  0.58136
S  -0.31434  -2.11758  -0.58126
S  2.37573  0.84261  0.35847
H  2.17165  -0.40117  -1.73065
H  1.90480  1.29782  -2.15651
H  0.76467  0.56466  2.02310
H  1.48870  -1.05890  1.82732
H  -0.33350  -2.94611  1.73163
H  -1.13251  -3.98087  0.46887
H  -1.96210  -2.69725  1.01625
H  -2.60704  3.11131  -1.32044
H  -3.42076  2.24792  -0.12485

Forces on the atoms, in the same order (eV/Å):
C -1.760 -1.935 -0.428
C 0.567 -1.788 1.947
C -0.921 5.393 1.440
C -1.681 -1.582 -0.017
C 1.079 0.391 0.923
C 5.767 3.910 2.777
N 1.097 0.805 -1.079
N 1.742 3.399 -2.762
O 3.162 -1.845 0.338
O -1.439 3.682 0.611
S -0.598 0.502 0.471
S 0.786 0.446 -0.230
S -1.675 -1.863 -1.996
H 0.954 -3.326 -0.787
H 0.222 -0.823 0.890
H 0.085 -0.118 -0.336
H -0.161 1.083 -1.281
H -1.744 -0.576 -2.114
H -0.035 -4.490 -1.421
H -3.796 1.551 0.972
H -0.201 -2.426 0.618
H -1.448 -0.389 1.464